Below is a cluster of 9 separate species, C27H78N12O9 in total at a distorted geometry, with properties calculated with the ωB97M-V functional and the def2-TZVPD basis.

Geometry as ORCA input:
```
! wB97M-V def2-TZVPD RIJCOSX def2/J DEFGRID3
* xyz 1 2
C 1.706 -5.301 6.802
C 1.018 -4.073 6.257
C 0.494 -4.198 4.856
O -0.329 -3.047 4.442
C 0.511 -1.913 4.162
N -0.082 -3.859 7.225
H 2.102 -5.101 7.798
H 2.484 -5.361 6.041
H 1.173 -6.247 6.708
H 1.578 -3.138 6.294
H -0.225 -5.017 4.871
H 1.265 -4.429 4.121
H -0.020 -0.961 4.143
H 1.003 -2.025 3.195
H 1.222 -1.643 4.943
H 0.090 -3.102 7.871
H -0.720 -3.451 6.557
C 6.063 -0.784 -0.350
C 4.870 -1.737 -0.233
C 3.836 -1.294 0.942
O 2.696 -2.208 1.013
C 2.914 -3.376 1.740
N 4.120 -1.709 -1.450
H 5.764 0.181 -0.759
H 6.704 -1.246 -1.100
H 6.732 -0.722 0.509
H 5.244 -2.750 -0.081
H 3.581 -0.256 0.732
H 4.173 -1.286 1.979
H 2.018 -3.989 1.843
H 3.383 -3.128 2.692
H 3.688 -3.858 1.143
H 3.541 -2.536 -1.429
H 4.695 -1.938 -2.248
C -3.681 -3.335 2.467
C -3.564 -2.185 1.364
C -4.664 -1.138 1.540
O -4.778 -0.346 0.315
C -5.551 0.723 0.605
N -2.166 -1.630 1.379
H -3.559 -2.896 3.457
H -2.861 -4.039 2.324
H -4.645 -3.839 2.403
H -3.582 -2.628 0.369
H -4.367 -0.570 2.422
H -5.621 -1.636 1.698
H -6.087 1.166 -0.234
H -4.868 1.504 0.942
H -6.298 0.677 1.397
H -2.107 -1.251 2.313
H -2.136 -0.806 0.796
C -0.256 -2.695 -2.838
C -0.882 -4.031 -2.977
C -2.283 -4.082 -2.320
O -2.816 -5.438 -2.318
C -4.066 -5.508 -1.703
N -0.964 -4.415 -4.383
H -0.335 -1.948 -3.628
H 0.790 -2.937 -2.651
H -0.534 -2.155 -1.934
H -0.332 -4.807 -2.446
H -2.891 -3.259 -2.696
H -2.113 -3.863 -1.266
H -4.720 -4.673 -1.954
H -4.059 -5.501 -0.613
H -4.485 -6.444 -2.072
H -0.676 -5.380 -4.309
H -1.962 -4.431 -4.539
C 2.937 4.558 -0.029
C 4.290 4.176 -0.566
C 5.420 4.459 0.395
O 6.686 4.190 -0.223
C 7.196 5.178 -1.106
N 4.167 2.715 -0.788
H 2.891 4.252 1.016
H 2.019 4.282 -0.549
H 2.837 5.643 -0.075
H 4.535 4.708 -1.485
H 5.484 3.816 1.273
H 5.427 5.388 0.966
H 6.434 5.438 -1.840
H 8.003 4.810 -1.740
H 7.721 6.016 -0.648
H 3.584 2.343 -0.052
H 5.137 2.434 -0.801
C -5.787 7.132 -2.214
C -5.193 6.080 -1.364
C -3.734 5.748 -1.581
O -3.208 4.681 -0.826
C -3.005 3.397 -1.491
N -5.292 6.337 0.069
H -5.756 6.875 -3.272
H -5.100 7.978 -2.200
H -6.846 7.320 -2.039
H -5.810 5.212 -1.595
H -3.195 6.613 -1.195
H -3.357 5.732 -2.604
H -2.307 2.772 -0.934
H -2.439 3.657 -2.385
H -3.911 2.937 -1.885
H -4.846 5.582 0.569
H -4.728 7.138 0.311
C 0.430 0.129 -0.435
O -0.586 0.761 -0.832
N 0.519 -0.875 0.388
N 1.611 0.353 -0.958
H -0.297 -1.362 0.730
H 1.411 -1.184 0.746
H 2.158 -0.496 -0.937
H 1.790 1.061 -1.656
C 2.196 2.638 -4.021
O 1.421 2.870 -4.926
N 2.103 2.749 -2.769
N 3.407 2.394 -4.203
H 1.210 3.122 -2.480
H 2.921 2.888 -2.193
H 3.663 2.127 -5.143
H 4.081 2.369 -3.451
C -3.189 -0.311 -2.596
O -4.317 -0.744 -2.889
N -2.916 -0.160 -1.354
N -2.289 0.245 -3.349
H -3.735 -0.272 -0.775
H -2.057 0.235 -0.998
H -2.442 0.504 -4.313
H -1.525 0.660 -2.834
*
```

Max |F|: 0.18840 Eh/bohr
Gap between HOMO and LUMO (alpha / beta): 9.05 / 3.43 eV


Below is a cluster of 2 separate species, C28H35NO4 in total at a distorted geometry, with properties calculated with the ωB97M-V functional and the def2-TZVPD basis.

Geometry as ORCA input:
```
! wB97M-V def2-TZVPD RIJCOSX def2/J DEFGRID3
* xyz 0 1
C -1.350 -4.653 -1.322
C -0.308 -3.534 -1.238
C -0.439 -2.582 -2.417
C 0.698 -1.593 -2.623
C 0.810 -0.371 -1.779
C 2.178 0.175 -1.758
O 2.542 1.319 -1.505
O 3.068 -0.813 -2.004
C 4.469 -0.454 -2.013
C 5.139 -1.443 -2.929
C -0.275 0.609 -1.920
O -0.188 1.830 -1.887
O -1.459 -0.018 -2.128
C -2.684 0.767 -2.170
C -3.583 0.179 -3.227
H -1.290 -5.311 -0.451
H -2.366 -4.249 -1.378
H -1.183 -5.266 -2.215
H -0.411 -2.977 -0.297
H 0.698 -3.972 -1.234
H -0.473 -3.177 -3.342
H -1.373 -2.020 -2.349
H 1.657 -2.117 -2.572
H 0.597 -1.234 -3.667
H 4.576 0.573 -2.374
H 4.833 -0.526 -0.980
H 6.220 -1.322 -2.902
H 4.899 -2.476 -2.662
H 4.811 -1.269 -3.959
H -3.134 0.693 -1.172
H -2.431 1.808 -2.387
H -4.544 0.695 -3.211
H -3.152 0.313 -4.225
H -3.767 -0.886 -3.060
C 0.441 3.733 0.292
C -0.511 2.848 0.968
N -1.704 3.276 1.454
C -2.165 4.649 1.369
C -2.389 2.222 2.071
C -1.569 1.071 1.984
C -1.976 -0.110 2.588
C -3.192 -0.124 3.282
C -3.983 1.034 3.382
C -3.579 2.239 2.784
C -0.373 1.460 1.254
C 0.751 0.675 0.997
C 1.414 -0.079 2.029
C 1.156 0.153 3.410
C 1.845 -0.528 4.409
C 2.841 -1.451 4.064
C 3.153 -1.661 2.712
C 2.442 -1.007 1.708
H 1.362 3.173 0.109
H 0.055 4.033 -0.694
H 0.664 4.634 0.884
H -3.148 4.715 1.836
H -1.471 5.338 1.873
H -2.238 4.954 0.319
H -1.331 -0.983 2.518
H -3.518 -1.044 3.767
H -4.925 0.984 3.923
H -4.141 3.165 2.900
H 1.281 0.884 0.087
H 0.435 0.921 3.693
H 1.592 -0.343 5.455
H 3.375 -1.997 4.844
H 3.951 -2.358 2.441
H 2.666 -1.176 0.649
*
```

Max |F|: 0.03247 Eh/bohr
Gap between HOMO and LUMO: 5.22 eV


Below is a cluster of 2 separate species, C22H47N3O8PS in total at a distorted geometry, with properties calculated with the ωB97M-V functional and the def2-TZVPD basis.

Geometry as ORCA input:
```
! wB97M-V def2-TZVPD RIJCOSX def2/J DEFGRID3
* xyz 1 1
C -4.613 -0.330 5.394
C -4.525 -1.178 4.034
O -5.791 -1.261 3.341
P -6.085 -2.804 2.726
O -6.163 -3.754 3.933
C -4.733 -3.485 1.613
C -3.686 -2.414 1.059
C -2.240 -2.678 1.671
N -1.609 -1.497 2.340
C -0.369 -1.955 2.952
N -0.182 -1.612 4.266
N 0.570 -2.747 2.236
C -0.060 -3.942 1.565
C -1.214 -3.341 0.631
C -0.674 -2.318 -0.456
C 0.672 -2.762 -1.174
C 1.317 -1.603 -2.083
C 1.729 -0.311 -1.221
C 2.783 0.632 -1.949
C 4.104 0.798 -1.055
C 4.996 1.996 -1.650
C 4.927 3.214 -0.623
C 3.498 3.918 -0.741
O 3.264 4.424 -2.086
C 2.493 5.638 -1.974
O -7.542 -2.955 1.900
C -8.135 -1.675 1.532
C -9.339 -1.397 2.532
H -4.339 -0.951 6.306
H -3.816 0.487 5.346
H -5.598 0.206 5.494
H -4.079 -2.201 4.273
H -3.829 -0.581 3.356
H -5.254 -3.925 0.697
H -4.264 -4.370 2.141
H -4.047 -1.351 1.233
H -3.615 -2.544 -0.070
H -2.364 -3.470 2.486
H -1.460 -0.709 1.698
H -0.711 -2.135 4.973
H 0.457 -0.856 4.526
H 1.296 -3.114 2.865
H 0.651 -4.561 0.951
H -0.494 -4.620 2.373
H -1.716 -4.188 0.056
H -0.501 -1.270 -0.057
H -1.449 -2.200 -1.287
H 0.541 -3.665 -1.859
H 1.499 -3.064 -0.447
H 0.518 -1.327 -2.848
H 2.216 -2.058 -2.603
H 0.751 0.261 -1.066
H 2.048 -0.626 -0.169
H 3.124 0.266 -2.961
H 2.269 1.632 -2.131
H 4.678 -0.179 -1.092
H 3.834 1.100 0.009
H 6.047 1.602 -1.804
H 4.589 2.292 -2.660
H 5.061 2.858 0.450
H 5.732 3.980 -0.830
H 3.354 4.738 0.039
H 2.717 3.121 -0.531
H 2.159 5.982 -3.006
H 3.167 6.414 -1.474
H 1.575 5.484 -1.329
H -7.404 -0.821 1.433
H -8.588 -1.823 0.495
H -8.938 -1.105 3.554
H -10.016 -0.612 2.089
H -9.960 -2.346 2.628
C 5.613 4.425 -4.711
C 6.323 5.225 -5.791
O 7.537 4.513 -6.037
S 7.279 2.930 -5.807
O 7.033 2.323 -7.078
O 8.263 2.442 -4.893
O 5.864 3.059 -5.027
H 6.037 4.628 -3.724
H 4.541 4.618 -4.691
H 6.532 6.248 -5.482
H 5.743 5.237 -6.718
*
```

Max |F|: 0.11096 Eh/bohr
Gap between HOMO and LUMO: 6.26 eV


Below is an isolated molecule of C3H7NS2 at a distorted geometry, with properties calculated with the ωB97M-V functional and the def2-TZVPD basis.

Geometry as ORCA input:
```
! wB97M-V def2-TZVPD RIJCOSX def2/J DEFGRID3
* xyz 0 1
C 0.613 1.634 -0.275
C -0.173 0.420 0.021
C 0.639 -0.651 0.791
S 1.501 -1.734 -0.356
N -1.390 0.271 -0.329
S -2.148 -1.237 -0.040
H 0.806 2.184 0.608
H 1.534 1.346 -0.753
H 0.085 2.312 -1.005
H 1.399 -0.120 1.364
H 0.048 -1.220 1.504
H 0.376 -2.332 -0.889
H -3.290 -0.875 -0.642
*
```

Max |F|: 0.05139 Eh/bohr
Gap between HOMO and LUMO: 9.62 eV
SMILES: C/C(CS)=N/S


Below is an isolated molecule of C15H23NO2S, with properties calculated with the ωB97M-V functional and the def2-TZVPD basis.

Geometry as ORCA input:
```
! wB97M-V def2-TZVPD RIJCOSX def2/J DEFGRID3
* xyz 0 1
C 4.637 1.740 -2.437
C 3.898 0.862 -1.476
C 3.396 -0.370 -1.884
C 2.732 -1.193 -0.990
C 2.571 -0.780 0.317
S 1.679 -1.816 1.476
O 1.496 -3.108 0.887
O 2.307 -1.701 2.759
N 0.183 -1.129 1.641
C -0.765 -1.176 0.546
C -2.148 -1.490 1.132
C -3.286 -1.418 0.107
C -4.347 -0.366 0.440
C -3.822 1.019 0.829
C -2.777 1.627 -0.113
C -1.310 1.360 0.255
C -0.691 0.086 -0.332
C 3.067 0.434 0.748
C 3.729 1.253 -0.150
H 5.704 1.523 -2.388
H 4.497 2.790 -2.192
H 4.305 1.565 -3.458
H 3.529 -0.686 -2.908
H 2.341 -2.155 -1.283
H 0.192 -0.281 2.182
H -0.437 -2.028 -0.058
H -2.087 -2.486 1.569
H -2.339 -0.801 1.953
H -3.787 -2.386 0.043
H -2.878 -1.216 -0.882
H -4.960 -0.730 1.268
H -5.003 -0.262 -0.428
H -4.688 1.684 0.861
H -3.415 0.996 1.842
H -2.917 2.711 -0.096
H -2.967 1.299 -1.136
H -0.724 2.203 -0.122
H -1.202 1.362 1.341
H 0.370 0.269 -0.523
H -1.147 -0.120 -1.301
H 2.942 0.714 1.782
H 4.122 2.204 0.178
*
```

Max |F|: 0.01882 Eh/bohr
Gap between HOMO and LUMO: 10.02 eV
SMILES: Cc1ccc(S(=O)(=O)NC2CCCCCCC2)cc1


Below is a cluster of 2 separate species, CHF2N2O3 in total at a distorted geometry, with properties calculated with the ωB97M-V functional and the def2-TZVPD basis.

Geometry as ORCA input:
```
! wB97M-V def2-TZVPD RIJCOSX def2/J DEFGRID3
* xyz -1 1
C -0.562 -0.689 -1.323
N 0.523 0.920 0.497
N 0.786 0.826 1.675
O 1.053 -0.031 2.488
O 0.643 2.102 1.993
O 0.342 -0.760 -0.399
F -0.082 -1.168 -2.559
F -1.597 -1.586 -1.048
H -1.106 0.385 -1.323
*
```

Max |F|: 0.09991 Eh/bohr
Gap between HOMO and LUMO: 9.43 eV


Below is a structure of composition C33H36CrN9O2S2, with properties calculated with the ωB97M-V functional and the def2-TZVPD basis.

Geometry as ORCA input:
```
! wB97M-V def2-TZVPD RIJCOSX def2/J DEFGRID3
* xyz 2 2
Cr -0.152 0.684 0.737
C 2.188 2.021 -0.854
N 1.053 2.323 0.079
C 1.535 3.056 1.284
C 1.682 2.140 2.462
C 2.546 2.391 3.509
C 2.569 1.514 4.581
C 1.725 0.412 4.577
C 0.886 0.231 3.498
N 0.862 1.079 2.462
C 0.094 3.183 -0.656
C -1.174 3.297 0.137
C -2.069 4.339 -0.009
C -3.227 4.339 0.752
C -3.448 3.306 1.654
C -2.513 2.299 1.748
N -1.400 2.292 0.998
C 3.470 1.569 -0.197
C 4.677 2.092 -0.648
C 5.857 1.641 -0.078
C 5.790 0.696 0.932
C 4.540 0.245 1.325
N 3.400 0.663 0.776
H 2.407 2.939 -1.408
H 1.824 1.282 -1.568
H 0.790 3.809 1.551
H 2.466 3.583 1.072
H 3.200 3.252 3.479
H 3.242 1.686 5.411
H 1.713 -0.293 5.396
H 0.210 -0.613 3.438
H -0.106 2.711 -1.620
H 0.527 4.171 -0.841
H -1.856 5.140 -0.705
H -3.945 5.141 0.652
H -4.331 3.282 2.276
H -2.636 1.471 2.431
H 4.693 2.832 -1.437
H 6.810 2.026 -0.415
H 6.685 0.320 1.408
H 4.446 -0.485 2.121
N 0.918 -0.904 0.269
C 1.237 -2.000 0.049
N 1.586 -3.210 -0.198
C 0.734 -4.097 -1.021
C 0.048 -5.134 -0.121
C 0.849 -5.361 1.169
C 2.347 -5.276 0.881
C 2.730 -3.842 0.501
H 1.399 -4.571 -1.743
H 0.033 -3.477 -1.575
H -0.028 -6.069 -0.678
H -0.969 -4.819 0.117
H 0.594 -6.325 1.604
H 0.584 -4.600 1.910
H 2.603 -5.961 0.070
H 2.937 -5.577 1.746
H 3.601 -3.815 -0.156
H 2.945 -3.244 1.386
N -6.271 0.435 -5.020
C -5.053 0.306 -4.437
C -4.402 -0.938 -4.406
C -3.174 -1.071 -3.797
C -2.571 0.037 -3.206
C -3.201 1.282 -3.233
C -4.426 1.417 -3.837
S -1.022 -0.125 -2.446
O -0.155 0.960 -2.821
O -0.566 -1.480 -2.602
N -1.300 0.143 -0.831
C -1.994 -0.756 -0.091
S -3.039 -2.056 -0.516
C -3.170 -2.460 1.163
C -2.431 -1.626 1.921
N -1.765 -0.651 1.210
H -6.651 -0.317 -5.567
H -6.678 1.343 -5.153
H -4.867 -1.794 -4.877
H -2.664 -2.024 -3.791
H -2.714 2.145 -2.795
H -4.913 2.383 -3.873
H -3.796 -3.273 1.490
H -2.358 -1.662 2.997
*
```

Max |F|: 0.01505 Eh/bohr
Gap between HOMO and LUMO (alpha / beta): 5.87 / 6.38 eV


Below is a structure of composition C7H10 at a distorted geometry, with properties calculated with the ωB97M-V functional and the def2-TZVPD basis.

Geometry as ORCA input:
```
! wB97M-V def2-TZVPD RIJCOSX def2/J DEFGRID3
* xyz 0 1
C -1.647 -0.836 -0.722
C -0.501 -0.252 0.010
C -0.597 1.111 0.684
C 0.784 1.223 0.068
C 1.613 -0.003 0.288
C 0.576 -0.992 0.811
C 1.049 0.012 -1.072
H -2.395 -1.236 -0.035
H -2.135 -0.077 -1.346
H -1.260 -1.627 -1.363
H -0.652 1.159 1.797
H -1.339 1.795 0.260
H 1.084 2.149 -0.360
H 2.651 0.081 0.571
H 0.421 -1.013 1.895
H 0.732 -1.999 0.419
H 1.617 0.503 -1.904
*
```

Max |F|: 0.06016 Eh/bohr
Gap between HOMO and LUMO: 8.72 eV